No. 1
{"formula": "CH10O3S2", "method": "ωB97M-V/def2-TZVPD", "species": ["C", "S", "S", "H", "H", "H", "H", "O", "H", "H", "O", "H", "H", "O", "H", "H"], "positions_angstrom": [[-1.7243, -1.1483, 0.5424], [-0.9180, -2.6442, -0.1493], [-1.1162, -2.6408, -2.1630], [-1.7463, -0.3989, -0.2318], [-1.1550, -0.8000, 1.3943], [-2.6841, -1.4818, 0.9009], [-0.0431, -1.9162, -2.5507], [2.1061, -0.8107, 0.0408], [1.7457, -0.4226, -0.7586], [1.7188, -0.3640, 0.7974], [1.5573, 2.1546, -0.3403], [1.6921, 2.4552, -1.2444], [2.4438, 1.9374, -0.0139], [-0.7983, 1.6647, 1.2190], [-1.2182, 2.5274, 1.3015], [0.1397, 1.8881, 1.2556]], "forces_ev_per_angstrom": [[0.2, -0.9, -0.4], [0.4, -0.2, 0.6], [-0.3, 0.3, -0.3], [-0.3, 0.3, 0.0], [0.3, 0.0, -0.1], [-0.5, 0.3, -0.1], [0.0, -0.1, 0.2], [0.6, -0.3, 0.1], [-0.3, 0.2, 0.2], [-0.3, 0.1, -0.3], [0.5, 0.0, 0.2], [0.0, 0.1, 0.0], [-0.2, 0.0, -0.2], [0.0, 0.3, 0.3], [-0.1, -0.1, 0.0], [0.0, -0.1, -0.3]], "nbo_charge": [-0.728, 0.068, -0.132, 0.238, 0.233, 0.215, 0.104, -0.942, 0.474, 0.469, -0.961, 0.483, 0.480, -0.950, 0.469, 0.480], "total_energy_ev": -29011.9380, "smiles": "CSS.O.O.O", "e_homo_ev": -8.61, "e_lumo_ev": 0.20, "multiplicity": 1, "e_above_lowest_kcal_mol": 13.0}

No. 2
{"formula": "CH10O5", "method": "ωB97M-V/def2-TZVPD", "species": ["C", "O", "H", "H", "O", "H", "H", "O", "H", "H", "O", "H", "H", "O", "H", "H"], "positions_angstrom": [[2.5940, -1.3090, 0.6201], [1.4977, -1.3197, 1.1080], [3.5189, -1.4230, 1.2061], [2.8038, -0.9852, -0.4169], [-1.6978, -2.6580, 0.6604], [-0.8857, -2.1609, 0.8515], [-1.4404, -3.4972, 1.0841], [-2.4370, 0.0440, -0.2231], [-3.2642, 0.1286, 0.2665], [-2.1614, -0.8403, -0.0188], [1.7345, 2.6462, -0.4442], [0.8676, 2.8331, -0.8559], [1.5235, 2.9067, 0.4690], [-0.8498, 2.1962, -1.5242], [-1.4912, 1.9164, -0.8544], [-0.9951, 1.4587, -2.1300]], "forces_ev_per_angstrom": [[0.4, 1.2, -0.1], [-0.1, -0.5, -0.1], [-0.1, -0.4, 0.3], [-0.4, -0.3, -0.1], [1.0, -0.4, 0.6], [-0.1, 0.3, -0.2], [-0.6, 0.2, -0.4], [-0.5, 0.9, 0.0], [0.1, 0.1, -0.1], [0.2, -0.9, 0.0], [-0.7, 0.6, 0.6], [0.4, -0.5, -0.3], [0.5, -0.2, -0.3], [-0.7, -0.4, 0.0], [0.2, 0.2, 0.3], [0.4, 0.2, -0.3]], "nbo_charge": [0.301, -0.521, 0.104, 0.117, -0.962, 0.484, 0.482, -0.967, 0.474, 0.492, -0.960, 0.494, 0.455, -0.963, 0.492, 0.478], "total_energy_ev": -11435.9462, "smiles": "C=O.O.O.O.O", "e_homo_ev": -10.50, "e_lumo_ev": 0.60, "multiplicity": 1, "e_above_lowest_kcal_mol": 12.3}

No. 3
{"formula": "CH11CuO8", "method": "ωB97M-V/def2-TZVPD", "species": ["Cu", "C", "O", "O", "O", "H", "O", "H", "H", "O", "H", "H", "O", "H", "H", "O", "H", "H", "O", "H", "H"], "positions_angstrom": [[8.7340, 0.0870, 5.7420], [8.6020, 2.4820, 5.0870], [8.1810, 3.5790, 4.7330], [9.5750, 1.9530, 4.2660], [8.3270, 1.8730, 6.1380], [9.7520, 2.4670, 3.4640], [9.0890, -0.9170, 4.2500], [9.6430, -0.5550, 3.5590], [8.3860, -1.4320, 3.8200], [7.2160, -0.7510, 6.3990], [7.0400, -0.7890, 7.3080], [7.2340, -1.6870, 6.1190], [8.5690, 1.9480, 8.9490], [9.1860, 2.6250, 9.2130], [8.5800, 1.9030, 8.0180], [9.9650, -0.4040, 7.1090], [10.0790, -1.3530, 7.2470], [10.0900, -0.0160, 7.9710], [6.3310, 0.7800, 3.7980], [5.9640, 1.5830, 3.4250], [6.1850, 0.8060, 4.7710]], "forces_ev_per_angstrom": [[0.9, 1.6, -0.6], [0.0, 3.7, -1.4], [-0.5, 0.0, -0.1], [1.1, -1.7, -0.2], [-0.1, 0.2, 0.8], [-0.7, 0.4, 0.7], [0.2, -2.3, -2.1], [0.1, 0.3, -0.3], [0.3, 0.5, -0.1], [-2.4, -2.6, -1.2], [-0.5, 0.2, 2.3], [-0.3, 0.5, 0.2], [-0.1, -0.7, 2.2], [0.2, 0.3, -0.1], [-0.1, 0.4, -2.3], [1.7, -1.5, 1.4], [0.2, 0.1, 0.0], [0.0, 0.6, 0.6], [-0.1, -0.6, 0.8], [0.0, 0.3, 0.2], [0.2, 0.3, -1.0]], "nbo_charge": [0.882, 0.964, -0.732, -0.788, -0.875, 0.499, -0.975, 0.511, 0.497, -0.963, 0.494, 0.483, -0.975, 0.469, 0.497, -0.974, 0.482, 0.504, -0.972, 0.483, 0.489], "total_energy_ev": -62234.5974, "e_homo_ev": -7.04, "e_lumo_ev": -0.45, "multiplicity": 1, "e_above_lowest_kcal_mol": 0.0}

No. 4
{"formula": "CH11LiO5", "method": "ωB97M-V/def2-TZVPD", "species": ["Li", "C", "O", "H", "H", "H", "O", "H", "H", "O", "H", "H", "O", "H", "H", "O", "H", "H"], "positions_angstrom": [[-0.1452, -0.0394, 0.6298], [-0.8032, 0.0366, -1.8362], [-0.7642, -0.9914, -0.9222], [-1.1162, -0.3314, -2.7042], [0.0788, 0.6286, -2.0022], [-1.6842, 0.5686, -1.6862], [1.7698, -1.9504, -1.5452], [0.7978, -1.7184, -1.3642], [1.7208, -2.7684, -2.0672], [-0.9672, -0.1524, 2.6208], [-1.5632, -1.0134, 2.6358], [-1.5242, 0.5196, 2.9188], [-0.7452, 1.8856, 0.8388], [-0.2692, 2.3136, 1.6278], [-1.5362, 2.3946, 0.4818], [1.8788, 0.2236, 0.7938], [2.3658, 0.7556, 0.2568], [2.5068, -0.3604, 1.3238]], "forces_ev_per_angstrom": [[-0.2, -0.4, -0.5], [0.3, -0.6, 2.3], [1.4, -0.3, 1.7], [-0.4, -1.9, -4.6], [0.7, 0.6, 0.1], [-1.5, 2.5, 1.0], [-0.8, -0.4, -0.1], [0.5, 0.0, 0.1], [0.1, 0.5, 0.3], [-0.3, -4.8, -0.7], [1.9, 2.7, 0.0], [-1.5, 1.7, 0.6], [-0.1, 1.3, 0.8], [-1.6, -0.4, -2.0], [1.8, -0.7, 1.1], [-1.3, -3.3, 3.9], [2.3, 2.1, -2.5], [-1.3, 1.2, -1.4]], "nbo_charge": [0.898, -0.264, -1.031, 0.151, 0.123, 0.122, -1.018, 0.509, 0.454, -0.959, 0.499, 0.477, -0.996, 0.499, 0.513, -0.963, 0.484, 0.500], "total_energy_ev": -11657.8957, "e_homo_ev": -7.12, "e_lumo_ev": -0.33, "multiplicity": 1, "e_above_lowest_kcal_mol": 0.0}

No. 5
{"formula": "CH11N2O3", "method": "ωB97M-V/def2-TZVPD", "species": ["N", "C", "N", "H", "H", "H", "H", "H", "H", "H", "O", "H", "H", "O", "H", "H", "O"], "positions_angstrom": [[-0.4384, -0.0106, -1.2801], [0.3946, 0.7527, -1.9291], [1.6915, 0.5578, -1.9127], [-0.1022, -0.8180, -0.7708], [-1.3801, 0.3186, -1.1043], [0.0285, 1.5581, -2.5391], [2.2870, 1.1377, -2.4787], [2.1028, 0.0903, -1.1011], [-3.2594, 1.7745, 0.5628], [-3.2249, 0.4801, 1.3327], [-2.6375, 1.1093, 0.8961], [2.6587, -1.3361, 0.6716], [1.2756, -0.9886, 1.2446], [1.7794, -1.0405, 0.4087], [-0.3779, -0.4665, 2.9752], [-0.7479, -1.8904, 2.5378], [-0.0500, -1.2285, 2.4862]], "forces_ev_per_angstrom": [[-0.4, 0.3, 0.2], [0.7, -0.3, -0.1], [0.1, 0.3, 0.3], [0.1, 0.1, 0.2], [0.0, -0.2, 0.0], [-0.4, 0.2, -0.1], [0.0, 0.1, 0.0], [-0.2, -0.4, -0.2], [0.3, 0.0, 0.1], [0.1, 0.0, 0.0], [-0.4, 0.0, -0.3], [-0.1, -0.1, 0.0], [-0.1, -0.1, -0.1], [0.2, 0.1, 0.1], [0.0, 0.0, 0.1], [0.1, 0.0, 0.0], [-0.1, 0.1, -0.1]], "nbo_charge": [-0.700, 0.402, -0.720, 0.443, 0.445, 0.219, 0.425, 0.455, 0.484, 0.480, -0.960, 0.496, 0.522, -1.012, 0.494, 0.494, -0.967], "total_energy_ev": -10332.9713, "total_charge": 1, "e_homo_ev": -15.22, "e_lumo_ev": -2.99, "multiplicity": 1, "e_above_lowest_kcal_mol": 8.5}

No. 6
{"formula": "CH11N3O3", "method": "ωB97M-V/def2-TZVPD", "species": ["N", "C", "N", "N", "H", "H", "H", "H", "H", "O", "H", "H", "O", "H", "H", "O", "H", "H"], "positions_angstrom": [[-0.5455, 1.6691, -0.3208], [0.4162, 1.8168, 0.4877], [0.5058, 2.6516, 1.5886], [1.5493, 1.0411, 0.3258], [-1.2616, 2.3781, -0.3543], [1.4603, 2.8954, 1.7578], [-0.1321, 3.4314, 1.5503], [1.5850, 0.5675, -0.5485], [1.8375, 0.3097, 0.9598], [-0.2756, -2.8844, -1.5627], [-0.8549, -2.2633, -2.0390], [-0.9255, -3.2868, -0.9741], [-2.3322, -0.4853, -1.3226], [-1.5286, 0.0419, -1.4470], [-2.2591, -0.8374, -0.4322], [0.9930, -2.0486, 0.9557], [1.0096, -2.9170, 1.3533], [0.7585, -2.0796, 0.0221]], "forces_ev_per_angstrom": [[-0.3, -0.1, -1.2], [0.1, -0.6, 0.6], [-0.4, -0.1, -0.5], [1.2, -0.5, -0.2], [-0.1, 0.3, 0.5], [0.3, 0.3, 0.3], [0.0, 0.0, 0.2], [-0.4, 0.1, -0.9], [-0.4, 0.5, 1.0], [-0.6, 0.3, -0.1], [0.3, 0.0, 0.0], [0.2, -0.2, 0.1], [0.0, -0.4, -0.5], [-0.1, 0.3, 0.4], [0.1, 0.2, 0.1], [0.2, 1.0, 0.5], [-0.1, -0.3, -0.4], [-0.2, -0.7, -0.1]], "nbo_charge": [-0.813, 0.589, -0.820, -0.859, 0.348, 0.389, 0.382, 0.382, 0.409, -0.957, 0.493, 0.470, -0.971, 0.498, 0.468, -0.985, 0.475, 0.501], "total_energy_ev": -11828.7820, "smiles": "N=C(N)N.O.O.O", "e_homo_ev": -9.53, "e_lumo_ev": 0.64, "multiplicity": 1, "e_above_lowest_kcal_mol": 13.2}